No. 1
ORCA calculation (ωB97M-V/def2-TZVPD) on 3 unconnected molecules or ions with the total composition C24H49F5N2O3S.

Geometry (Å):
C1 5.252600 0.902569 -0.498131
C2 5.390640 0.830223 -2.004592
O1 5.400556 -0.534604 -2.462003
C3 4.421009 -0.866105 -3.357165
O2 4.697745 -1.307218 -4.424938
C4 3.014440 -0.722109 -2.825066
C5 1.957049 -0.538266 -3.905703
C6 0.530157 -0.648678 -3.361317
C7 -0.006417 0.667150 -2.777551
O3 1.092987 1.393015 -2.279019
C8 0.960178 2.785805 -2.055981
N1 0.559253 3.508878 -3.244031
C9 -1.114769 0.442326 -1.691752
C10 -2.020527 1.699217 -1.527342
S1 -0.370694 0.106925 -0.071143
N2 -1.918484 -0.704863 -2.180512
C11 -2.806581 -1.414603 -1.347560
F1 -3.450398 -0.650693 -0.417838
F2 -3.767460 -1.907253 -2.152529
C12 -2.183662 -2.645872 -0.573399
F3 -2.151475 -2.443631 0.742626
F4 -2.930090 -3.737628 -0.790612
F5 -0.947602 -2.910942 -1.000123
H1 6.096325 0.417949 -0.004714
H2 5.231084 1.950942 -0.185935
H3 4.327677 0.431092 -0.159059
H4 6.337812 1.267710 -2.326925
H5 4.583039 1.384853 -2.493142
H6 2.984732 0.099590 -2.109503
H7 2.818821 -1.634456 -2.245622
H8 2.108748 -1.298052 -4.674874
H9 2.100180 0.434925 -4.384298
H10 -0.132876 -0.956853 -4.170393
H11 0.486578 -1.432766 -2.598839
H12 -0.488806 1.245035 -3.579622
H13 1.958641 3.098291 -1.748079
H14 0.287533 2.966193 -1.209876
H15 1.191396 4.272531 -3.441713
H16 -0.370399 3.901855 -3.170852
H17 -3.063729 1.442172 -1.701648
H18 -1.729577 2.479331 -2.230923
H19 -1.965644 2.122081 -0.522719
H20 0.683531 -0.584487 -0.523966
H21 -2.457388 -0.415676 -2.992188
C13 -6.058082 -7.254455 4.192823
C14 -4.647331 -6.719553 4.415580
C15 -4.404227 -5.353443 3.775618
C16 -4.567220 -5.318677 2.254653
C17 -3.679079 -6.300452 1.491601
C18 -2.188807 -6.056719 1.701829
H22 -6.268911 -7.406223 3.133104
H23 -6.200026 -8.212309 4.695040
H24 -6.803506 -6.558258 4.583944
H25 -3.919401 -7.442776 4.037183
H26 -4.460006 -6.638283 5.489573
H27 -3.401510 -5.009427 4.043231
H28 -5.097122 -4.628541 4.215069
H29 -4.349361 -4.303810 1.906761
H30 -5.612177 -5.507488 1.993536
H31 -3.908358 -6.215101 0.426268
H32 -3.926554 -7.328285 1.772314
H33 -1.920566 -5.039936 1.409756
H34 -1.588580 -6.746341 1.106620
H35 -1.900474 -6.188850 2.746170
C19 0.494512 7.288143 1.495274
C20 1.756550 6.930607 2.273337
C21 2.929659 6.526721 1.381424
C22 2.674848 5.294582 0.511327
C23 2.277466 4.035557 1.279869
C24 3.341359 3.550620 2.258772
H36 0.120471 6.438604 0.920912
H37 -0.304711 7.605133 2.166094
H38 0.687211 8.104797 0.795820
H39 1.532902 6.128073 2.981660
H40 2.060673 7.788639 2.877972
H41 3.810215 6.356615 2.006472
H42 3.183465 7.366973 0.727337
H43 3.580915 5.085188 -0.068061
H44 1.894978 5.522960 -0.222432
H45 2.074328 3.240187 0.557974
H46 1.338239 4.202763 1.814529
H47 4.283190 3.350689 1.742050
H48 3.029134 2.628818 2.750839
H49 3.539759 4.287355 3.038731

Forces on atoms 1 to 3 (eV/Å):
0.0 0.1 0.0
0.0 -0.1 0.2
0.1 0.2 -0.1

The spin multiplicity is 1. Its SMILES is CCOC(=O)CCC[C@H](OCN)[C@](C)(S)NC(F)(F)C(F)(F)F.CCCCCC.CCCCCC. The calculation puts the LUMO energy at 0.4 eV. The maximum force is 0.676 eV/Å. As for the total energy: -59228.8372 eV. The value obtained for the frontier orbital gap is 9.991 eV. The HOMO energy is -9.632 eV.

***

No. 2
ORCA calculation (ωB97M-V/def2-TZVPD) on 3 unconnected molecules or ions with the total composition C24H49N4O10P2 in a non-equilibrium geometry.

Geometry (Å):
N1 6.712335 3.036962 4.834875
C1 7.277311 3.744503 3.584023
N2 6.473506 4.932267 3.100756
C2 6.442383 5.067629 1.600784
C3 5.924382 3.759280 0.770123
C4 4.317845 3.722893 0.441092
O1 3.436138 4.704228 0.642314
N3 3.795610 2.420316 -0.199945
C5 3.296872 1.538950 0.966118
C6 4.354405 0.717868 1.920336
C7 3.754005 -0.186707 3.149859
C8 2.127032 -0.192968 3.374579
C9 1.055592 0.617213 2.414902
C10 1.642482 1.511153 1.147603
N4 8.450609 3.280526 2.974048
C11 9.226376 2.057257 3.433825
C12 9.577279 1.056217 2.142273
O2 10.046585 1.782370 0.952376
H1 6.146543 2.203714 4.563722
H2 6.151929 3.727286 5.389553
H3 5.490702 4.754282 3.450236
H4 5.672808 5.947085 1.356572
H5 7.503232 5.478873 1.264374
H6 6.475873 3.795637 -0.288525
H7 6.202282 2.720397 1.232847
H8 4.642945 1.930809 -0.614328
H9 5.524162 0.714694 1.768097
H10 4.513393 -0.785699 3.812935
H11 1.729100 -0.833157 4.299927
H12 -0.102452 0.587244 2.600714
H13 0.931692 2.107579 0.397291
H14 8.858804 3.785897 2.130966
H15 8.661058 1.378663 4.202324
H16 10.275874 2.384384 3.864514
H17 8.677704 0.309077 1.925095
H18 10.470749 0.380535 2.510563
H19 9.405001 1.585850 0.199753
O3 -3.048985 -0.491791 3.117458
P1 -4.501799 -1.003941 2.961689
O4 -4.071132 -2.591175 2.771061
C13 -3.782230 -3.336457 3.941365
C14 -5.029898 -3.589865 4.766817
O5 -4.612822 -0.616317 1.341086
C15 -3.799063 0.428146 0.814654
C16 -2.482290 -0.121921 0.278761
O6 -6.125109 -1.576195 2.787638
C17 -7.097140 -0.738707 3.399512
C18 -7.117906 0.655512 2.800174
H20 -3.021306 -2.820330 4.533546
H21 -3.361152 -4.294218 3.620323
H22 -5.413592 -2.655141 5.188659
H23 -4.816598 -4.271295 5.595380
H24 -5.826276 -4.020158 4.151521
H25 -3.635422 1.205379 1.566641
H26 -4.352925 0.902536 -0.004530
H27 -2.024201 -0.846381 0.954666
H28 -1.770930 0.692540 0.103839
H29 -2.648192 -0.642686 -0.667189
H30 -6.898712 -0.692051 4.474755
H31 -8.072246 -1.213965 3.261126
H32 -6.180989 1.185438 2.997714
H33 -7.933271 1.247664 3.226658
H34 -7.239563 0.612578 1.713332
O7 -5.360791 -2.370784 -5.611704
P2 -3.866782 -2.145914 -5.950233
O8 -3.640890 -3.653734 -6.595659
C19 -4.059937 -3.863056 -7.933233
C20 -3.181818 -3.115460 -8.919271
O9 -3.321937 -2.489009 -4.409337
C21 -4.194309 -2.294185 -3.299722
C22 -4.966049 -3.569373 -2.980409
O10 -2.197444 -1.894653 -6.328490
C23 -1.849879 -0.528314 -6.509969
C24 -2.086324 0.298859 -5.259625
H35 -5.107921 -3.571167 -8.045487
H36 -3.990632 -4.937274 -8.130546
H37 -3.311939 -2.033468 -8.813226
H38 -3.434470 -3.386262 -9.948442
H39 -2.123520 -3.334380 -8.745959
H40 -4.866417 -1.450610 -3.481398
H41 -3.578591 -2.018023 -2.435142
H42 -5.363141 -4.054322 -3.874097
H43 -5.797325 -3.352817 -2.300660
H44 -4.308921 -4.297383 -2.499028
H45 -2.422209 -0.125530 -7.351339
H46 -0.790866 -0.493190 -6.780359
H47 -3.151524 0.349224 -5.013722
H48 -1.726738 1.322799 -5.399618
H49 -1.578023 -0.142283 -4.396552

Forces on atoms 1 to 3 (eV/Å):
1.1 1.9 -2.8
-0.7 -0.1 -0.2
1.1 -4.5 0.4

The spin multiplicity is 1. The calculation puts the LUMO energy at -4.0 eV. The maximum force is 9.990 eV/Å. As for the total energy: -70674.8196 eV. As for the total charge: +1. The value obtained for the frontier orbital gap is 6.827 eV. The HOMO energy is -10.839 eV.

***

The highest maximum force belongs to which entry?
C24H49N4O10P2

***

The highest frontier orbital gap belongs to which entry?
C24H49F5N2O3S